[1]
{"formula": "C18H50N7O6P2S2", "method": "ωB97M-V/def2-TZVPD", "elements": ["C", "C", "C", "C", "S", "O", "O", "N", "S", "O", "O", "C", "C", "H", "H", "H", "H", "H", "H", "H", "H", "H", "H", "H", "H", "H", "H", "O", "P", "N", "C", "C", "N", "C", "C", "N", "C", "C", "H", "H", "H", "H", "H", "H", "H", "H", "H", "H", "H", "H", "H", "H", "H", "H", "H", "H", "O", "P", "N", "C", "C", "N", "C", "C", "N", "C", "C", "H", "H", "H", "H", "H", "H", "H", "H", "H", "H", "H", "H", "H", "H", "H", "H", "H", "H"], "coordinates": [[-5.4281, -6.7152, 6.8629], [-5.8725, -7.7770, 5.8321], [-6.3535, -7.1844, 4.4877], [-5.2740, -7.0635, 3.4087], [-4.1419, -5.7223, 3.7467], [-3.1883, -6.2526, 4.6995], [-4.9530, -4.6198, 4.2427], [-3.5281, -5.4768, 2.2977], [-2.5272, -4.2618, 2.0760], [-1.7935, -3.8431, 3.2513], [-1.6657, -4.6045, 0.9565], [-3.4416, -2.8294, 1.5202], [-4.0152, -1.9756, 2.6671], [-5.6552, -5.7198, 6.4847], [-5.9038, -6.8749, 7.8327], [-4.3513, -6.7665, 7.0116], [-6.7146, -8.3363, 6.2458], [-5.0451, -8.4501, 5.6010], [-7.1263, -7.8548, 4.0966], [-6.8377, -6.2209, 4.6567], [-4.7102, -7.9954, 3.3708], [-5.7569, -6.8891, 2.4477], [-4.2247, -3.1679, 0.8428], [-2.7453, -2.2225, 0.9428], [-3.7780, -2.4120, 3.6346], [-3.5729, -0.9793, 2.6545], [-5.0977, -1.9023, 2.5716], [0.3552, -0.5785, -0.0094], [1.2010, -0.8723, -1.1836], [0.3265, -0.2286, -2.4970], [0.1572, -0.7172, -3.8452], [0.2277, 1.2215, -2.4275], [1.2349, -2.6087, -1.2006], [0.5099, -3.3890, -2.1925], [0.9734, -3.2044, 0.1254], [2.7927, -0.6486, -1.7522], [3.3519, -1.5336, -2.7458], [3.7509, -0.4261, -0.6635], [0.9546, -0.3833, -4.5296], [-0.7894, -0.3385, -4.2434], [0.0873, -1.7946, -3.8922], [1.1571, 1.7156, -2.7426], [0.0097, 1.5348, -1.4053], [-0.5900, 1.5809, -3.0555], [-0.5566, -3.1350, -2.2465], [0.5811, -4.4465, -1.9342], [0.9499, -3.3011, -3.1882], [-0.0898, -3.2553, 0.3596], [1.4651, -2.6389, 0.9152], [1.3689, -4.2218, 0.1461], [3.5911, -2.5234, -2.3400], [4.2726, -1.0750, -3.1166], [2.7008, -1.6536, -3.6099], [3.9338, -1.3432, -0.0852], [3.3759, 0.3346, 0.0232], [4.7048, -0.0712, -1.0591], [2.4108, 4.1751, -2.4811], [2.4483, 5.5895, -2.0644], [3.2139, 6.3984, -3.3493], [4.1591, 7.4930, -3.3421], [2.4130, 6.3843, -4.5640], [3.4729, 5.5061, -0.6446], [4.8353, 6.0127, -0.6345], [3.4695, 4.1707, -0.0372], [1.4263, 6.8117, -1.4897], [1.9450, 7.8950, -0.6848], [0.1894, 6.2759, -0.8984], [3.6741, 8.4816, -3.3299], [4.7664, 7.4419, -4.2505], [4.8558, 7.4386, -2.5184], [1.5985, 7.1226, -4.5299], [1.9731, 5.3983, -4.7175], [3.0409, 6.5975, -5.4303], [5.4535, 5.6036, -1.4457], [5.3106, 5.7451, 0.3113], [4.8699, 7.1018, -0.6756], [4.1479, 3.4772, -0.5482], [2.4764, 3.7287, -0.0523], [3.7853, 4.2558, 1.0050], [2.2015, 7.5771, 0.3314], [1.1695, 8.6619, -0.6255], [2.8125, 8.3724, -1.1374], [0.3768, 5.7836, 0.0653], [-0.2660, 5.5438, -1.5665], [-0.5362, 7.0751, -0.7421]], "homo_lumo_gap_ev": 7.4, "lumo_ev": 1.84, "charge": -1, "e_above_lowest_kcal_mol": 0.0, "homo_ev": -5.51}

[2]
{"formula": "C18H51O21P2S4", "method": "ωB97M-V/def2-TZVPD", "elements": ["O", "H", "O", "S", "O", "O", "C", "C", "C", "H", "H", "H", "H", "H", "H", "H", "H", "O", "S", "O", "O", "C", "C", "C", "H", "H", "H", "H", "H", "H", "H", "H", "O", "S", "O", "O", "C", "C", "C", "H", "H", "H", "H", "H", "H", "H", "H", "O", "S", "O", "O", "C", "C", "C", "H", "H", "H", "H", "H", "H", "H", "H", "C", "O", "P", "O", "O", "C", "O", "C", "H", "H", "H", "H", "H", "H", "H", "H", "H", "C", "O", "P", "O", "O", "C", "O", "C", "H", "H", "H", "H", "H", "H", "H", "H", "H"], "coordinates": [[-0.5388, 0.1378, 0.7174], [-0.0935, -0.0614, -0.1292], [-5.5894, 3.1092, -0.7140], [-4.4696, 2.2151, -0.8215], [-4.5241, 1.0494, -1.7170], [-3.1254, 3.0587, -1.2671], [-1.8542, 2.5141, -1.4258], [-1.2194, 3.5667, -2.3846], [-4.0104, 1.7116, 0.9199], [-1.8540, 1.5010, -1.8279], [-1.2923, 2.5343, -0.4920], [-0.2107, 3.2391, -2.6363], [-1.0937, 4.5387, -1.9078], [-1.6980, 3.6796, -3.3574], [-3.1350, 1.0622, 0.9341], [-4.8553, 1.2138, 1.3957], [-3.6969, 2.6146, 1.4435], [-4.9930, -3.9198, 0.1853], [-3.5845, -3.5770, -0.1453], [-2.5654, -4.6093, -0.5046], [-3.6048, -2.2859, -1.1427], [-2.3751, -1.7648, -1.6772], [-2.4321, -1.9982, -3.1523], [-2.9760, -2.6205, 1.3070], [-1.5025, -2.2354, -1.2242], [-2.2310, -0.6998, -1.4949], [-1.4971, -1.6410, -3.5840], [-3.2809, -1.4130, -3.5062], [-2.5189, -3.0686, -3.3388], [-2.9367, -3.3717, 2.0958], [-3.6630, -1.8073, 1.5415], [-1.9623, -2.2380, 1.1878], [1.2310, 0.7662, 5.5398], [1.5712, -0.5715, 4.9892], [2.5057, -1.4530, 5.6960], [0.1432, -1.3912, 4.6074], [-0.8966, -0.7528, 3.8505], [-2.1646, -0.7217, 4.7344], [2.2296, -0.3855, 3.2545], [-1.0269, -1.3401, 2.9415], [-0.6376, 0.2261, 3.4471], [-2.2161, -1.7118, 5.1874], [-3.0457, -0.4667, 4.1455], [-2.0437, 0.0599, 5.4845], [1.4285, -0.0922, 2.5762], [2.4675, -1.3919, 2.9100], [3.1201, 0.2431, 3.2480], [3.9462, 1.3354, -6.4201], [3.8808, 0.5885, -5.1661], [5.0061, 0.6485, -4.2298], [2.4710, 0.7862, -4.3652], [2.4554, 0.3557, -2.9641], [1.0019, -0.0726, -2.6003], [3.7223, -1.1278, -5.5488], [2.7983, 1.1758, -2.3334], [3.1053, -0.5030, -2.7957], [0.2741, 0.7369, -2.5450], [0.8796, -0.5932, -1.6505], [0.6249, -0.8287, -3.2891], [4.6491, -1.4955, -5.9890], [2.8864, -1.3245, -6.2202], [3.5853, -1.5742, -4.5639], [5.1066, -3.0104, -1.6795], [4.1178, -3.5685, -0.8249], [2.6271, -4.0769, -1.3443], [1.9706, -3.1826, -2.3349], [1.7454, -4.2671, 0.0597], [1.1474, -3.1046, 0.7059], [2.8787, -5.5607, -1.9444], [3.7071, -6.5303, -1.3203], [6.1383, -3.0893, -1.3365], [4.9766, -1.9397, -1.5221], [4.9733, -3.2924, -2.7239], [0.0887, -3.0569, 0.4508], [1.6175, -2.1594, 0.4345], [1.3877, -3.1852, 1.7660], [4.0208, -6.2005, -0.3299], [4.6356, -6.6107, -1.8854], [3.2431, -7.5134, -1.2411], [0.4744, 3.0513, 2.2272], [0.4461, 4.4038, 2.8716], [-0.8719, 5.3095, 2.6155], [-1.1670, 6.3189, 3.6396], [-0.7842, 5.8805, 1.1059], [-0.1546, 7.1292, 0.8353], [-2.0094, 4.2022, 2.5127], [-2.5190, 3.6324, 3.6892], [-0.3143, 2.3848, 2.5763], [1.4390, 2.5912, 2.4416], [0.5814, 3.0544, 1.1425], [-0.0093, 7.8120, 1.6724], [-0.7681, 7.5988, 0.0664], [0.8566, 7.0642, 0.4335], [-1.9542, 3.7230, 4.6170], [-2.7045, 2.5813, 3.4684], [-3.4912, 4.0524, 3.9473]], "homo_lumo_gap_ev": 7.3, "lumo_ev": 1.98, "charge": -1, "e_above_lowest_kcal_mol": 0.0, "homo_ev": -5.28}

[3]
{"formula": "C18H52N4O7", "method": "ωB97M-V/def2-TZVPD", "elements": ["C", "O", "C", "C", "C", "N", "H", "H", "H", "H", "H", "H", "H", "H", "H", "H", "H", "C", "O", "C", "C", "C", "N", "H", "H", "H", "H", "H", "H", "H", "H", "H", "H", "H", "C", "O", "C", "C", "C", "N", "H", "H", "H", "H", "H", "H", "H", "H", "H", "H", "H", "C", "O", "C", "C", "N", "C", "C", "O", "C", "H", "H", "H", "H", "H", "H", "H", "H", "H", "H", "H", "H", "H", "H", "H", "O", "H", "H", "O", "H", "H"], "coordinates": [[-16.5792, 12.7542, -7.0378], [-16.8101, 11.4010, -7.1554], [-17.0380, 10.7013, -5.9906], [-15.8458, 10.5757, -5.0269], [-14.5166, 10.3115, -5.6792], [-16.1921, 9.6110, -4.0794], [-16.5870, 13.2748, -7.9808], [-15.6800, 12.9038, -6.4351], [-17.4029, 13.2276, -6.5311], [-17.8852, 11.0011, -5.4050], [-17.3704, 9.7262, -6.3724], [-15.8021, 11.5598, -4.5139], [-13.7255, 10.2444, -4.9188], [-14.3847, 11.0959, -6.4233], [-14.5683, 9.3826, -6.2644], [-15.6529, 9.8214, -3.1720], [-16.1258, 8.6494, -4.3421], [-15.9578, 14.2082, -3.3567], [-16.5388, 13.4844, -2.2454], [-16.0999, 13.9673, -0.9340], [-16.7386, 13.2044, 0.1809], [-17.7395, 13.9946, 0.9954], [-15.6831, 12.5912, 1.0486], [-16.3838, 13.6522, -4.2316], [-14.8457, 14.3244, -3.3309], [-16.3365, 15.2948, -3.4361], [-14.9874, 13.9585, -0.8574], [-16.3858, 15.0802, -0.8356], [-17.2109, 12.3820, -0.3760], [-18.0331, 13.3572, 1.7691], [-18.5960, 14.3983, 0.5390], [-17.2239, 14.9001, 1.3756], [-15.2257, 13.2876, 1.6861], [-16.1839, 11.8413, 1.5867], [-13.3001, 7.6069, 1.6140], [-14.1545, 8.5866, 2.1769], [-15.4230, 8.5307, 1.5873], [-16.4124, 9.4555, 2.2268], [-16.9757, 9.0873, 3.5935], [-17.5089, 9.8549, 1.3598], [-13.4121, 7.6998, 0.5013], [-13.5157, 6.5618, 1.8448], [-12.3148, 7.8375, 2.0000], [-15.3414, 8.8007, 0.4974], [-15.8201, 7.5304, 1.6309], [-15.8928, 10.4071, 2.4292], [-17.3956, 8.1268, 3.6194], [-17.7414, 9.8443, 3.8093], [-16.2706, 9.1100, 4.4355], [-17.1425, 10.1293, 0.4125], [-18.1307, 8.9958, 1.1537], [-8.6139, 12.9193, -6.1762], [-9.7765, 12.9073, -5.3730], [-9.5502, 11.7618, -4.4832], [-10.6850, 11.7041, -3.4913], [-10.6370, 12.9047, -2.6242], [-11.4855, 12.7064, -1.4403], [-11.8863, 13.9942, -0.8446], [-12.6438, 14.5687, -1.8616], [-12.7977, 15.9643, -1.6945], [-8.5312, 11.9498, -6.7497], [-7.7128, 12.9828, -5.6225], [-8.6936, 13.7450, -6.8173], [-8.5554, 11.8288, -3.9321], [-9.6107, 10.8551, -5.0912], [-10.4029, 10.8616, -2.7990], [-11.6404, 11.6121, -3.9667], [-10.9146, 13.7656, -3.1689], [-10.8702, 12.1210, -0.8403], [-12.3974, 12.1543, -1.7088], [-10.8971, 14.5014, -0.6057], [-12.4203, 13.9075, 0.0996], [-11.9161, 16.4378, -2.0998], [-12.9017, 16.2990, -0.6757], [-13.6298, 16.2419, -2.3188], [-13.2036, 10.9806, 0.8841], [-14.0730, 11.4522, 0.7577], [-13.5047, 10.3011, 1.5583], [-14.9598, 10.7885, -1.2760], [-14.1016, 10.7961, -0.8136], [-15.1738, 11.6740, -1.4670]], "homo_lumo_gap_ev": 9.2, "lumo_ev": 0.76, "charge": 0, "smiles": "COC[C@H](C)N.COC[C@H](C)N.COC[C@H](C)N.COCCNCCOC.O.O", "e_above_lowest_kcal_mol": 41.9, "homo_ev": -8.47}

[4]
{"formula": "C18H53O12", "method": "ωB97M-V/def2-TZVPD", "elements": ["C", "O", "O", "O", "H", "C", "O", "H", "H", "H", "H", "C", "O", "H", "H", "H", "H", "C", "O", "H", "H", "H", "H", "C", "O", "H", "H", "H", "H", "C", "O", "H", "H", "H", "H", "C", "C", "C", "O", "H", "H", "H", "H", "H", "H", "H", "H", "C", "C", "C", "O", "H", "H", "H", "H", "H", "H", "H", "H", "C", "C", "C", "O", "H", "H", "H", "H", "H", "H", "H", "H", "C", "C", "C", "O", "H", "H", "H", "H", "H", "H", "H", "H"], "coordinates": [[46.6630, 7.1270, 10.5370], [45.7620, 7.7130, 9.9320], [46.4980, 5.7800, 10.7030], [47.5930, 7.7730, 11.2150], [45.7820, 5.2720, 10.4930], [44.9730, 10.1300, 12.8600], [44.4560, 9.3640, 11.7920], [45.1480, 11.1130, 12.3320], [45.9000, 9.8710, 13.0270], [44.4740, 10.0710, 13.7350], [45.0360, 9.3990, 11.0460], [44.1960, 6.1760, 13.4120], [43.2650, 7.1020, 13.2330], [45.1220, 6.8100, 13.3490], [44.5200, 5.4300, 12.6350], [44.1440, 5.7260, 14.3360], [43.6250, 7.8420, 12.6330], [48.9940, 10.6290, 10.6710], [47.8880, 10.0860, 10.0020], [48.6760, 10.9810, 11.5170], [49.3600, 11.5010, 10.2780], [49.8560, 9.9980, 10.7680], [47.5170, 9.2680, 10.4240], [49.5430, 7.9510, 14.2140], [48.3640, 8.6890, 13.6900], [49.3500, 7.4160, 15.1170], [50.2720, 8.9450, 14.3190], [49.9390, 7.0920, 13.4550], [48.0910, 8.4390, 12.6710], [50.3390, 7.1290, 9.3740], [50.0020, 6.3130, 10.4670], [50.6610, 6.5670, 8.5350], [51.2400, 7.8170, 9.6230], [49.4900, 7.5270, 9.0970], [49.0820, 6.6680, 10.7830], [44.3970, 2.3310, 11.6570], [43.3470, 2.3020, 10.4810], [42.6680, 0.8970, 10.5440], [42.4310, 3.2570, 10.7270], [44.0210, 1.9600, 12.6780], [44.6620, 3.2940, 11.8370], [45.1520, 1.7400, 11.4900], [44.0990, 2.4430, 9.4970], [42.1350, 0.7360, 9.7250], [42.0370, 0.7750, 11.5010], [43.4120, 0.1310, 10.4900], [42.8270, 4.0500, 10.4320], [42.6660, 5.2140, 7.5380], [42.9350, 6.2830, 8.5480], [41.4790, 6.7070, 9.1160], [43.7840, 5.8200, 9.5510], [43.7980, 4.8440, 7.3550], [42.1990, 5.2760, 6.6230], [42.3230, 4.4140, 7.9910], [43.4410, 7.1280, 8.0420], [40.7520, 6.7770, 8.2520], [41.6400, 7.6280, 9.6160], [41.1590, 5.8820, 9.6570], [44.3920, 6.6050, 9.7610], [45.5690, 7.7600, 5.1350], [46.0000, 7.4300, 6.5460], [47.2980, 6.7830, 6.6590], [45.9000, 8.6430, 7.4530], [46.2690, 8.2240, 4.8710], [44.7660, 8.3120, 5.0500], [45.5420, 6.8890, 4.7780], [45.3380, 6.8480, 7.0000], [47.3680, 6.0060, 5.8080], [47.5670, 6.4600, 7.7190], [48.1600, 7.4100, 6.4690], [45.6150, 8.2800, 8.4240], [48.3490, 1.6900, 10.1450], [48.9310, 3.0950, 10.5510], [49.9320, 2.8410, 11.7110], [49.6130, 3.7780, 9.5970], [47.9730, 1.9350, 9.1870], [47.6180, 1.3820, 10.5990], [49.0560, 0.8280, 9.9310], [48.1010, 3.8170, 10.8430], [50.1900, 3.7420, 12.1400], [51.0150, 2.2900, 11.5100], [49.4310, 2.3100, 12.6350], [50.0690, 4.6860, 9.8500]], "homo_lumo_gap_ev": 9.7, "lumo_ev": 2.76, "charge": -1, "e_above_lowest_kcal_mol": 56.7, "homo_ev": -6.89}

[5]
{"formula": "C18H53O9Sr", "method": "ωB97M-V/def2-TZVPD", "elements": ["Sr", "C", "C", "O", "H", "H", "H", "H", "H", "C", "C", "O", "H", "H", "H", "H", "H", "H", "C", "C", "O", "H", "H", "H", "H", "H", "H", "C", "C", "O", "H", "H", "H", "H", "H", "H", "C", "C", "O", "H", "H", "H", "H", "H", "H", "C", "C", "O", "H", "H", "H", "H", "H", "H", "C", "C", "O", "H", "H", "H", "H", "H", "H", "C", "C", "O", "H", "H", "H", "H", "H", "H", "C", "C", "O", "H", "H", "H", "H", "H", "H"], "coordinates": [[-1.6863, -16.5104, 0.9940], [-1.9347, -14.3754, -3.2842], [-2.5043, -14.5434, -1.8917], [-2.3095, -15.7836, -1.2706], [-0.8590, -14.5508, -3.2769], [-2.0872, -13.3705, -3.6779], [-2.4038, -15.0294, -4.0192], [-3.5757, -14.3516, -1.8338], [-1.9925, -13.7514, -1.3450], [1.1031, -19.5241, -0.0683], [0.2927, -18.8833, -1.2107], [-0.6185, -17.9145, -0.6956], [1.9181, -18.8591, 0.2176], [1.5743, -20.4296, -0.4506], [0.5059, -19.8098, 0.7976], [-0.2490, -19.7613, -1.5626], [0.8997, -18.4321, -1.9956], [-1.0371, -17.3578, -1.3562], [-1.4212, -13.1972, -6.6959], [-0.6324, -14.0473, -7.7768], [-1.3327, -14.2690, -8.9687], [-1.6466, -12.1702, -6.9830], [-1.0722, -13.1667, -5.6637], [-2.3940, -13.6766, -6.5870], [-0.4911, -15.0549, -7.3857], [0.3150, -13.5469, -7.9769], [-1.4857, -13.4379, -9.4242], [1.6911, -12.1450, -3.4012], [0.5069, -11.2567, -3.7939], [0.6798, -10.6644, -5.0687], [1.8068, -12.5499, -2.3958], [2.6086, -11.5595, -3.4606], [1.6497, -13.0597, -3.9926], [0.3520, -10.4414, -3.0872], [-0.4086, -11.8420, -3.7080], [1.0428, -9.7921, -4.8988], [-6.7996, -14.9086, -6.5071], [-5.4383, -15.4127, -6.0768], [-5.5830, -16.8205, -5.7720], [-6.8080, -13.8278, -6.6483], [-7.4280, -15.0296, -5.6248], [-7.1116, -15.4574, -7.3958], [-5.1351, -15.0353, -5.1002], [-4.6517, -15.1312, -6.7769], [-5.6425, -16.8972, -4.8170], [-1.4108, -16.6975, -5.5680], [-1.4988, -17.6694, -4.3664], [-2.8015, -17.6388, -3.8490], [-2.3886, -16.5920, -6.0378], [-0.7193, -17.1404, -6.2848], [-1.0060, -15.7294, -5.2732], [-0.7980, -17.7182, -3.5329], [-1.4099, -18.5998, -4.9274], [-3.0253, -17.0519, -3.1230], [-4.4706, -11.3602, -5.2057], [-4.9047, -11.2641, -6.7150], [-6.2942, -11.2535, -6.5618], [-3.4002, -11.5632, -5.2396], [-4.9862, -12.1286, -4.6298], [-4.5279, -10.3955, -4.7016], [-4.6941, -12.1609, -7.2977], [-4.6073, -10.3392, -7.2091], [-6.6971, -11.2082, -7.4319], [-4.1337, -11.2204, -1.7078], [-5.5396, -11.7104, -1.5825], [-5.9624, -11.4348, -0.2607], [-4.1276, -10.1928, -2.0714], [-3.3410, -11.7816, -2.2026], [-3.6881, -11.0698, -0.7245], [-5.6118, -12.7564, -1.8805], [-6.3229, -11.3019, -2.2211], [-6.1871, -12.2510, 0.1920], [-6.9826, -16.1512, -0.9650], [-6.8206, -15.8869, -2.4522], [-5.7317, -16.6406, -3.0216], [-7.0850, -17.2149, -0.7502], [-7.9546, -15.7434, -0.6875], [-6.2481, -15.5694, -0.4081], [-6.8459, -14.8254, -2.6988], [-7.7179, -16.2472, -2.9554], [-5.0372, -16.6207, -2.3591]], "homo_lumo_gap_ev": [6.8, 3.4], "lumo_ev": [-7.12, -10.56], "s_squared": 0.75, "spin_multiplicity": 2, "charge": 2, "homo_ev": [-13.97, -13.96]}